Entry 1:
Computed, not measured: C50H51N5OP2Re as an isolated structure, with wB97M-V/def2-TZVPD.

Geometry (Å):
Re1 0.738 -0.040 0.086
C1 2.358 0.579 3.019
P1 1.371 -0.858 2.386
C2 2.651 -2.130 2.181
C3 3.105 -2.828 3.298
C4 4.070 -3.809 3.154
C5 4.599 -4.089 1.904
C6 4.171 -3.376 0.795
C7 3.202 -2.399 0.932
C8 0.443 -1.449 3.833
C9 0.053 -2.788 3.887
C10 -0.553 -3.293 5.021
C11 -0.783 -2.467 6.111
C12 -0.402 -1.136 6.062
C13 0.204 -0.624 4.928
C14 3.135 1.008 1.829
C15 4.379 1.583 1.726
C16 4.649 1.718 0.351
C17 3.557 1.210 -0.327
C18 3.384 1.077 -1.803
P2 1.651 0.554 -2.172
C19 1.733 -0.716 -3.468
C20 0.611 -0.929 -4.271
C21 0.649 -1.856 -5.297
C22 1.789 -2.613 -5.509
C23 2.889 -2.445 -4.683
C24 2.865 -1.502 -3.671
C25 1.039 2.082 -2.953
C26 0.659 2.227 -4.280
C27 0.319 3.483 -4.760
C28 0.365 4.593 -3.934
C29 0.760 4.453 -2.611
C30 1.094 3.205 -2.125
N1 2.613 0.784 0.571
H1 3.009 0.272 3.842
H2 1.690 1.370 3.371
H3 2.701 -2.612 4.277
H4 4.404 -4.362 4.019
H5 5.348 -4.857 1.796
H6 4.589 -3.592 -0.177
H7 2.866 -1.837 0.064
H8 0.237 -3.432 3.040
H9 -0.834 -4.334 5.060
H10 -1.260 -2.860 6.994
H11 -0.572 -0.491 6.910
H12 0.492 0.417 4.909
H13 5.010 1.876 2.541
H14 5.535 2.123 -0.095
H15 4.106 0.363 -2.209
H16 3.576 2.034 -2.299
H17 -0.292 -0.361 -4.102
H18 -0.212 -1.979 -5.937
H19 1.819 -3.335 -6.311
H20 3.772 -3.046 -4.832
H21 3.740 -1.389 -3.048
H22 0.658 1.388 -4.957
H23 0.031 3.589 -5.794
H24 0.125 5.570 -4.326
H25 0.825 5.323 -1.973
H26 1.452 3.084 -1.108
C31 -3.245 4.084 -0.269
C32 -2.218 3.912 0.856
C33 -1.822 5.290 1.394
C34 -2.811 3.047 1.965
N2 -1.060 3.236 0.235
N3 -0.150 2.467 1.004
H27 -4.057 4.719 0.074
H28 -3.664 3.125 -0.562
H29 -2.794 4.550 -1.142
H30 -2.695 5.785 1.808
H31 -1.434 5.903 0.584
H32 -1.071 5.227 2.180
H33 -3.773 3.452 2.261
H34 -2.186 3.043 2.857
H35 -2.969 2.031 1.615
H36 -0.557 3.875 -0.372
H37 -0.668 2.134 1.816
H38 0.644 3.019 1.340
N4 -4.827 -0.912 -4.604
C35 -3.906 0.049 -4.431
O1 -3.723 0.979 -5.181
C36 -3.027 -0.107 -3.220
C37 -2.624 1.035 -2.539
C38 -1.686 0.932 -1.535
N5 -1.097 -0.223 -1.207
C39 -1.487 -1.322 -1.858
C40 -2.464 -1.317 -2.834
H39 -5.455 -0.841 -5.389
H40 -4.987 -1.639 -3.932
H41 -3.021 1.997 -2.817
H42 -1.401 1.815 -0.973
H43 -0.992 -2.247 -1.600
H44 -2.730 -2.241 -3.320
C41 -3.998 -1.631 2.956
C42 -3.121 -0.535 2.955
C43 -1.953 -0.591 2.248
C44 -1.575 -1.749 1.538
C45 -0.339 -1.840 0.840
C46 0.021 -3.046 0.278
C47 -0.851 -4.153 0.302
C48 -2.069 -4.063 0.916
C49 -2.452 -2.871 1.568
C50 -3.672 -2.769 2.271
H45 -4.924 -1.567 3.505
H46 -3.375 0.348 3.519
H47 -1.256 0.240 2.254
H48 0.972 -3.177 -0.224
H49 -0.542 -5.064 -0.190
H50 -2.746 -4.905 0.931
H51 -4.343 -3.615 2.267

Its lowest unoccupied orbital energy (spin up / spin down) is -0.26426 / -0.24983 hartree. For the HOMO energy (spin up / spin down), the calculation gives -12.49 / -12.47 eV. For the largest force on an atom, the calculation gives 0.030 Eh/bohr. The multiplicity is 2. Its total energy is -3045.4052 Ha. The net charge is +2.

=====

Entry 2:
Computed, not measured: C50H52Br3F4HgIN2O2PSb as an isolated structure, with wB97M-V/def2-TZVPD.

Geometry (Å):
Hg1 -0.044 0.248 -1.032
F1 -3.563 7.600 -0.774
C1 -2.595 6.728 -1.000
C2 -1.293 7.029 -0.642
F2 -1.018 8.197 -0.080
C3 -0.279 6.108 -0.857
F3 0.958 6.489 -0.545
C4 -0.530 4.854 -1.409
P1 0.633 3.417 -1.481
C5 1.355 3.554 -3.150
C6 1.252 2.448 -3.990
C7 1.903 2.436 -5.215
C8 2.659 3.531 -5.603
C9 2.734 4.652 -4.786
C10 2.081 4.671 -3.564
C11 1.969 3.918 -0.342
C12 3.319 3.962 -0.675
C13 4.258 4.300 0.290
C14 3.861 4.585 1.586
C15 2.521 4.494 1.937
C16 1.584 4.141 0.982
C17 -1.855 4.591 -1.788
Br1 -2.315 2.942 -2.578
C18 -2.871 5.509 -1.597
F4 -4.122 5.218 -1.940
H1 0.660 1.591 -3.685
H2 1.827 1.570 -5.859
H3 3.193 3.514 -6.544
H4 3.314 5.511 -5.097
H5 2.143 5.545 -2.926
H6 3.642 3.763 -1.688
H7 5.305 4.353 0.023
H8 4.597 4.871 2.326
H9 2.211 4.703 2.953
H10 0.533 4.074 1.245
C19 3.682 0.541 -1.871
O1 2.757 -0.533 -1.825
C20 3.258 -1.792 -1.681
C21 4.595 -2.076 -1.477
C22 4.996 -3.394 -1.284
Br2 6.830 -3.732 -0.935
C23 4.095 -4.429 -1.328
C24 2.742 -4.149 -1.551
C25 2.319 -2.833 -1.703
O2 1.000 -2.489 -1.817
C26 1.801 -5.272 -1.516
N1 2.024 -6.359 -0.835
C27 0.903 -7.150 -0.994
C28 0.617 -8.409 -0.472
C29 -0.613 -8.959 -0.776
C30 -1.548 -8.281 -1.568
C31 -1.273 -7.039 -2.110
C32 -0.032 -6.493 -1.812
N2 0.555 -5.279 -2.128
H11 4.377 0.425 -2.706
H12 4.236 0.626 -0.932
H13 3.093 1.443 -2.014
H14 5.339 -1.296 -1.441
H15 4.391 -5.459 -1.199
H16 0.452 -3.257 -1.607
H17 1.339 -8.924 0.145
H18 -0.865 -9.938 -0.391
H19 -2.509 -8.738 -1.761
H20 -1.990 -6.512 -2.727
H21 0.276 -4.713 -2.913
Br3 -4.727 -3.700 -0.970
C33 -5.364 -1.918 -1.066
C34 -6.553 -1.603 -0.424
C35 -7.011 -0.296 -0.422
C36 -6.266 0.705 -1.027
C37 -5.083 0.394 -1.679
C38 -4.647 -0.923 -1.725
I1 -2.902 -1.368 -2.815
H22 -7.114 -2.383 0.072
H23 -7.952 -0.061 0.056
H24 -6.604 1.732 -0.998
H25 -4.502 1.169 -2.157
C39 2.257 0.060 3.919
C40 0.838 0.577 4.113
C41 0.820 2.097 4.123
C42 0.216 0.012 5.377
Sb1 -0.266 -0.051 2.219
C43 -2.308 0.888 2.251
C44 -2.864 0.939 3.667
C45 -2.095 2.291 1.690
C46 -3.235 0.099 1.338
C47 -0.350 -2.305 2.060
C48 -0.647 -2.916 3.420
C49 -1.407 -2.697 1.041
C50 1.032 -2.699 1.555
H26 2.887 0.401 4.747
H27 2.695 0.432 2.991
H28 2.288 -1.030 3.909
H29 1.491 2.463 4.906
H30 -0.174 2.495 4.336
H31 1.170 2.506 3.173
H32 0.765 0.404 6.239
H33 0.288 -1.074 5.411
H34 -0.828 0.299 5.498
H35 -2.238 1.543 4.324
H36 -2.974 -0.058 4.097
H37 -3.858 1.399 3.639
H38 -1.344 2.845 2.258
H39 -3.034 2.850 1.750
H40 -1.783 2.251 0.642
H41 -3.515 -0.857 1.777
H42 -2.785 -0.076 0.357
H43 -4.158 0.667 1.181
H44 -1.594 -2.559 3.830
H45 0.149 -2.707 4.134
H46 -0.720 -4.003 3.316
H47 -2.415 -2.540 1.418
H48 -1.311 -3.765 0.816
H49 -1.295 -2.148 0.102
H50 1.821 -2.422 2.257
H51 1.249 -2.219 0.599
H52 1.081 -3.783 1.414

Its lowest unoccupied orbital energy (spin up / spin down) is -0.07771 / -0.17800 hartree. For the HOMO energy (spin up / spin down), the calculation gives -9.87 / -10.23 eV. The energy above the lowest of the compared OMol25 structures with the same formula, charge and spin is 0.665 eV. For the largest force on an atom, the calculation gives 0.013 Eh/bohr. The multiplicity is 2. Its total energy is -11350.4630 Ha. The net charge is +1.

=====

- Which value of multiplicity does entry 2 give?
  2